The following is a quantum chemistry calculation of a structure of composition C5H9N3O3 at a distorted geometry, from OMol25.

The geometry in ORCA input format:
```
! RIJCOSX wB97M-V def2-TZVPD def2/J DEFGRID3
* xyz 0 3
C -0.178 -0.907 -1.196
C -0.950 -2.304 -0.752
C -0.697 0.121 -0.285
C -0.128 1.892 1.528
C 0.160 1.246 0.164
N -1.270 -2.200 0.637
N -1.195 -1.064 1.134
N -2.127 0.589 -0.549
O -1.289 -0.869 2.344
O -2.291 1.753 -0.293
O -2.793 -0.256 -1.112
H 0.846 -1.137 -0.838
H -0.370 -0.683 -2.230
H -1.922 -2.331 -1.313
H -0.339 -3.164 -0.858
H -0.852 2.716 1.442
H 0.871 2.301 1.966
H -0.616 1.241 2.211
H 1.223 0.906 0.151
H -0.007 2.012 -0.604
*
```

Expectation value of S²: 2.01
Energy relative to the best compared isomer or geometry (same formula, charge and spin) in kcal per mole: 94.84
LUMO energy (spin up / spin down) in Ha: 0.0013 / -0.1324
Frontier orbital gap (spin up / spin down) in eV: 6.6 / 6.7

Atomic partial charges in e from the Mulliken method, atoms 1 to 6: number 1, C, carries -0.8449; number 2, C, carries -0.4131; number 3, C, carries 0.3552; number 4, C, carries -1.0019; number 5, C, carries -0.4995; number 6, N, carries -0.8826

The following is a quantum chemistry calculation of an isolated molecule of C5H9N3OS at a distorted geometry, from OMol25.

The geometry in ORCA input format:
```
! RIJCOSX wB97M-V def2-TZVPD def2/J DEFGRID3
* xyz 0 1
C -0.673 1.282 -0.095
C -0.418 -1.080 -0.127
C 2.708 -0.058 0.587
C -1.488 1.489 1.153
C -1.054 -2.098 -1.046
N 0.898 -1.600 0.273
N 1.880 -0.847 0.204
N -0.277 0.219 -0.680
O -0.539 2.460 -0.787
S 3.963 0.801 -0.149
H -0.990 -1.148 0.807
H -0.180 2.260 -1.638
H -0.980 1.265 2.045
H -2.347 0.805 0.883
H -1.790 2.504 1.367
H -2.010 -2.593 -0.663
H -0.363 -2.870 -1.093
H -1.086 -1.613 -2.034
H 4.746 0.822 0.994
*
```

Energy relative to the best compared isomer or geometry (same formula, charge and spin) in kcal per mole: 68.54
LUMO energy in Ha: 0.0189
Frontier orbital gap in eV: 8.5

Atomic partial charges in e from the Mulliken method, atoms 1 to 6: number 1, C, carries 0.8767; number 2, C, carries 0.7070; number 3, C, carries 0.1161; number 4, C, carries -1.1533; number 5, C, carries -1.3058; number 6, N, carries -1.0214

The following is a quantum chemistry calculation of the ion C5H9N4 with charge +1 at a distorted geometry, from OMol25.

The geometry in ORCA input format:
```
! RIJCOSX wB97M-V def2-TZVPD def2/J DEFGRID3
* xyz 1 1
C 1.238 2.067 -0.018
C -0.490 0.703 -0.007
C 1.354 -0.236 0.006
C -1.714 0.065 -0.007
C 1.840 -1.608 0.031
N -0.039 1.908 -0.017
N 1.993 0.885 -0.003
N -1.793 -1.270 -0.058
N -2.835 0.795 0.054
H 1.720 3.021 -0.029
H 2.918 -1.647 0.201
H 1.338 -2.181 0.811
H 1.623 -2.087 -0.926
H 3.005 0.976 0.007
H -0.956 -1.822 -0.115
H -2.685 -1.737 -0.048
H -2.768 1.798 0.084
H -3.748 0.370 0.035
*
```

Energy relative to the best compared isomer or geometry (same formula, charge and spin) in kcal per mole: 52.33
LUMO energy in Ha: -0.1414
Frontier orbital gap in eV: 8.0

Atomic partial charges in e from the Mulliken method, atoms 1 to 6: number 1, C, carries -0.3315; number 2, C, carries 0.5850; number 3, C, carries 0.3510; number 4, C, carries 0.4611; number 5, C, carries -1.3574; number 6, N, carries -0.4623

The following is a quantum chemistry calculation of an isolated molecule of C5H9NO, from OMol25.

The geometry in ORCA input format:
```
! RIJCOSX wB97M-V def2-TZVPD def2/J DEFGRID3
* xyz 0 1
C 1.653 0.015 1.032
C 0.638 -0.091 -0.095
C -0.468 -1.136 0.082
C -1.530 -0.643 -0.900
O -1.377 0.780 -0.929
C -0.212 1.142 -0.316
N 0.043 2.326 0.035
H 2.169 -0.941 1.167
H 1.172 0.286 1.977
H 2.400 0.781 0.809
H 1.166 -0.294 -1.040
H -0.149 -2.163 -0.112
H -0.853 -1.080 1.107
H -2.556 -0.851 -0.586
H -1.381 -1.042 -1.910
H -0.760 2.910 -0.211
*
```

Energy relative to the best compared isomer or geometry (same formula, charge and spin) in kcal per mole: 16.60
LUMO energy in Ha: 0.0354
SMILES: [H]/N=C1\OCC[C@@H]1C
Frontier orbital gap in eV: 10.8

Atomic partial charges in e from the Mulliken method, atoms 1 to 6: number 1, C, carries -1.5443; number 2, C, carries 0.6432; number 3, C, carries -0.6939; number 4, C, carries -0.3941; number 5, O, carries -0.4352; number 6, C, carries 0.2792